[1]
{
  "formula": "C3H7NO",
  "method": "wB97M-V/def2-TZVPD",
  "total_charge": 0,
  "e_above_lowest_kj_mol": 528.56,
  "homo_lumo_gap_ha": [0.293, 0.293],
  "species": ["H", "O", "N", "C", "H", "H", "C", "C", "H", "H", "H", "H"],
  "xyz": [[0.6288, 2.7429, 0.7824], [-0.6783, -0.2066, -0.5964], [0.4565, 1.9905, 0.1319], [1.5353, -0.2220, -0.0005], [2.4799, 0.0007, -0.4930], [-1.8309, -1.8840, -0.8850], [-1.4309, -1.2440, -0.0816], [0.7688, 0.7580, 0.4440], [-0.8329, -1.9185, 0.5707], [1.3278, -1.2500, 0.2623], [-0.1511, 2.1235, -0.6722], [-2.2732, -0.8904, 0.5374]]
}

[2]
{
  "formula": "C3H5N3",
  "method": "wB97M-V/def2-TZVPD",
  "total_charge": 0,
  "e_above_lowest_kj_mol": 245.01,
  "smiles": "Cn1cnnc1",
  "homo_lumo_gap_ha": 0.374,
  "species": ["H", "C", "C", "H", "N", "H", "H", "H", "N", "C", "N"],
  "xyz": [[-1.4279, 1.3465, -0.1836], [0.6821, 0.6658, 1.2656], [-0.9425, 0.4351, -0.5166], [1.7155, 0.4125, 1.5030], [0.1478, -0.1028, 0.0403], [0.6696, 1.7665, 1.1184], [0.0907, 0.4975, 2.1837], [1.0453, -2.1655, -0.9684], [-1.4881, -0.1489, -1.5535], [0.2417, -1.4263, -1.0463], [-0.7341, -1.2804, -1.8426]]
}

[3]
{
  "formula": "C19H21IN5V",
  "method": "wB97M-V/def2-TZVPD",
  "total_charge": -1,
  "spin_multiplicity": 4,
  "homo_lumo_gap_ha": [0.182, 0.206],
  "species": ["C", "C", "N", "H", "C", "H", "C", "H", "C", "I", "C", "H", "H", "N", "C", "H", "H", "H", "V", "C", "H", "H", "C", "C", "H", "H", "N", "C", "H", "C", "N", "H", "H", "C", "H", "C", "H", "C", "H", "C", "H", "C", "C", "H", "N", "H", "C"],
  "xyz": [[-0.2696, 2.3888, 1.1160], [-1.0821, 2.5942, -3.8900], [1.1137, 0.8541, 2.3170], [-0.7894, 3.3355, 1.0121], [1.8042, 0.5026, 3.4009], [0.9690, -1.2967, -4.6749], [0.7259, -3.0561, 2.2248], [-2.4203, -3.3269, 0.8532], [-0.2625, 1.0631, -2.0622], [3.5932, -0.9006, 0.1037], [-1.4324, -3.6746, 1.1667], [1.4610, -1.7366, -2.4203], [-2.4298, -1.7834, 2.7698], [-0.5961, 1.9379, -1.1225], [-0.6334, -2.5181, 1.7773], [-1.0013, 2.1155, -7.2482], [2.3787, -0.4096, 3.2931], [-0.9193, -4.0732, 0.2877], [0.9230, -0.1190, 0.3761], [1.8197, 1.2436, 4.5669], [-1.4022, -1.2908, 0.1778], [-1.7347, 3.7697, -5.5555], [0.3998, 2.0148, 2.3253], [-1.2669, 2.8446, -5.2429], [-1.3882, -2.7427, 3.8305], [0.6079, -3.8881, 2.9299], [-0.1617, 1.5660, 0.0785], [0.3965, 2.8332, 3.4719], [-0.9373, -1.0834, 3.3865], [-0.2485, 0.7367, -5.7839], [0.5444, -0.6911, -3.9948], [1.3220, -3.3883, 1.3722], [1.0873, 3.0646, 5.4706], [-1.3869, -2.0066, 3.0151], [-1.3956, 3.3076, -3.1405], [-0.8560, 1.9211, -6.1934], [1.3230, -2.2835, 2.7162], [-0.0704, 0.4929, -4.4357], [-0.1607, 3.7612, 3.4595], [-0.4740, -1.3792, 0.7733], [-1.5733, -4.4961, 1.8812], [0.8570, -0.8754, -2.6802], [1.0937, 2.4381, 4.5860], [0.0853, 0.0034, -6.5097], [0.4801, -0.0834, -1.7484], [2.3930, 0.9042, 5.4175], [-0.4856, 1.4097, -3.4542]]
}

[4]
{
  "formula": "C26H55F3N4O7",
  "method": "wB97M-V/def2-TZVPD",
  "total_charge": -1,
  "spin_multiplicity": 4,
  "homo_lumo_gap_ha": [0.081, 0.270],
  "species": ["H", "H", "H", "C", "C", "C", "C", "H", "O", "H", "O", "O", "H", "C", "N", "H", "C", "C", "H", "H", "C", "H", "F", "H", "O", "H", "H", "H", "C", "H", "H", "O", "N", "F", "H", "O", "H", "H", "H", "H", "H", "H", "H", "C", "H", "C", "H", "H", "C", "H", "H", "C", "C", "H", "H", "H", "C", "H", "H", "H", "H", "F", "C", "C", "H", "H", "H", "O", "C", "C", "H", "N", "H", "C", "H", "C", "C", "H", "C", "H", "H", "C", "C", "H", "H", "N", "H", "C", "H", "H", "H", "H", "H", "H", "H"],
  "xyz": [[17.6292, 6.5247, -17.3200], [15.1502, 8.1378, -21.5344], [14.1215, 9.7494, -16.7341], [12.0929, 9.8321, -14.7436], [11.1271, 6.6939, -19.9379], [17.8273, 9.6394, -15.4045], [8.5449, 8.6249, -17.9020], [10.4117, 8.8848, -13.7812], [12.2191, 9.3534, -18.9691], [18.3498, 9.4471, -16.3416], [12.7382, 9.5422, -15.6943], [14.8744, 9.8055, -17.3271], [10.3164, 6.9810, -20.6076], [11.4968, 8.7861, -13.7519], [11.0902, 8.6092, -18.3974], [8.4611, 8.8509, -16.8390], [14.5588, 13.2795, -18.2691], [17.0942, 8.7559, -21.1132], [18.6605, 6.8603, -15.1670], [12.9478, 14.6363, -18.4423], [19.5117, 8.9069, -21.0017], [10.0931, 6.2931, -16.7995], [19.5787, 11.2267, -14.5172], [12.9175, 13.3059, -19.6207], [15.1858, 12.3534, -18.7632], [16.8448, 9.8163, -21.1502], [19.3585, 9.8409, -21.5423], [17.9944, 4.5638, -20.4826], [11.0728, 7.1006, -18.5093], [15.0844, 6.1545, -20.2380], [14.1631, 14.3005, -16.5588], [16.8286, 10.5424, -15.6743], [14.7922, 13.6734, -17.0395], [18.4176, 9.9894, -13.0998], [18.2856, 10.5556, -19.3687], [17.1509, 8.3915, -15.2444], [16.7518, 5.4337, -15.5831], [13.2340, 6.9594, -18.0698], [16.4148, 6.0616, -21.3514], [10.7967, 11.0744, -17.9977], [19.0430, 9.2103, -18.3869], [8.4591, 10.1877, -20.0917], [11.8350, 8.8591, -12.7183], [8.5524, 7.1167, -18.2464], [15.2205, 8.4963, -19.8559], [17.7530, 7.2063, -14.6722], [11.9225, 11.7934, -15.0944], [12.0669, 6.9007, -20.4497], [16.0418, 6.6119, -20.4876], [16.3785, 4.2322, -19.9436], [14.7711, 10.6134, -17.8353], [18.8953, 10.0370, -14.3707], [9.8100, 10.7063, -17.7163], [15.6750, 9.9137, -16.8085], [9.7618, 10.5906, -16.6335], [17.8007, 4.2154, -18.8438], [16.6741, 6.1026, -14.7259], [16.2931, 7.4357, -17.7593], [17.4369, 9.3580, -18.3456], [7.7880, 6.7000, -17.5906], [16.8709, 5.3513, -13.9610], [19.8734, 9.1201, -14.3987], [13.5600, 14.0078, -19.0891], [9.8632, 6.4509, -17.8533], [16.2083, 5.5765, -17.6519], [19.6908, 8.2192, -21.8283], [20.4267, 8.9302, -20.4098], [19.5931, 6.5197, -19.4292], [17.1584, 6.2540, -19.4463], [15.8078, 8.0676, -20.6679], [15.5869, 13.3998, -16.4794], [11.7058, 11.0177, -14.4849], [12.2336, 7.0703, -16.7421], [17.3013, 4.7380, -19.6596], [17.9827, 7.3270, -13.6135], [9.4318, 9.7090, -19.9788], [18.2428, 9.5101, -19.0636], [14.0658, 14.6747, -19.7873], [18.2721, 8.5006, -20.2191], [9.8930, 5.3940, -18.1179], [11.1803, 5.6125, -19.8118], [9.7237, 9.3861, -18.4845], [16.7517, 6.4683, -17.9642], [9.3583, 8.8050, -20.5832], [15.6052, 6.3127, -14.7630], [18.3328, 7.0446, -19.8798], [11.8102, 7.8166, -14.1391], [12.2827, 6.5687, -17.7086], [7.6097, 8.9776, -18.3367], [10.2368, 10.3388, -20.3576], [8.3857, 6.9761, -19.3144], [17.2645, 8.4650, -22.1498], [9.0662, 11.4590, -17.9776], [12.3360, 5.4822, -17.7778], [11.0392, 11.1506, -13.7378]]
}

[5]
{
  "formula": "C3H2N2O2",
  "method": "wB97M-V/def2-TZVPD",
  "total_charge": 0,
  "e_above_lowest_kj_mol": 124.10,
  "smiles": "[H]/N=C(/C#N)OC=O",
  "homo_lumo_gap_ha": 0.407,
  "species": ["O", "C", "C", "N", "N", "H", "O", "H", "C"],
  "xyz": [[0.4670, -0.7286, 0.1382], [-0.8670, -0.3229, 0.0679], [-1.0429, 1.1152, 0.1089], [-0.8419, 2.2525, 0.1201], [-1.8246, -1.1353, -0.0048], [2.4880, -0.4679, -0.0173], [1.5446, 1.2750, -0.3031], [-1.4810, -2.0975, -0.0366], [1.5578, 0.1095, -0.0733]]
}

[6]
{
  "formula": "C40H28I2N5O7Ta",
  "method": "wB97M-V/def2-TZVPD",
  "total_charge": 2,
  "e_above_lowest_kj_mol": 37.79,
  "homo_lumo_gap_ha": 0.237,
  "species": ["H", "H", "H", "C", "O", "H", "C", "H", "C", "C", "H", "H", "Ta", "H", "H", "H", "O", "O", "H", "C", "H", "O", "I", "C", "C", "N", "H", "O", "C", "H", "H", "C", "C", "C", "C", "C", "C", "C", "C", "H", "C", "C", "C", "C", "C", "O", "C", "H", "H", "C", "C", "H", "N", "N", "C", "H", "C", "C", "H", "N", "N", "H", "C", "C", "C", "C", "H", "H", "C", "H", "H", "C", "H", "C", "C", "C", "C", "C", "H", "O", "C", "C", "I"],
  "xyz": [[-6.0402, 0.7452, 4.2703], [-4.2267, 1.8625, -3.2721], [-3.9682, 2.0156, 3.9996], [-4.2337, -2.5322, -1.7289], [2.2732, -2.1157, 0.1381], [-1.6742, -3.7537, 0.1232], [-0.0992, -1.7296, -3.7485], [-1.4838, 1.1252, 4.7975], [-3.4929, -3.4396, -1.0094], [-4.3660, -0.1532, -2.6273], [4.5408, -7.1180, -2.4703], [-0.4635, -4.7231, -5.2763], [0.2943, -1.0148, 0.0618], [4.3718, -3.3958, -0.3777], [2.0957, -7.0651, -2.7972], [1.3537, 0.4653, -3.5475], [0.5014, -2.8519, -0.7883], [0.2611, 1.6563, 3.8185], [4.9975, 1.8029, 2.6155], [-5.2368, 0.3332, 3.6749], [-0.6916, -0.8964, -3.3886], [-0.3950, -2.4159, 4.0558], [-1.5752, 3.1655, -2.3410], [-3.7449, -1.2224, -1.9081], [-1.8877, 0.3092, -1.4509], [-0.5882, 0.7667, 1.9280], [-1.8153, -2.8677, -4.3387], [0.5302, -5.2234, -2.0487], [1.7851, -3.0419, -0.5643], [3.6428, 0.5967, -4.0231], [-5.1874, -2.8128, -2.1576], [-1.7664, 1.3716, 2.6211], [1.8875, -0.3859, -3.1169], [-2.5064, -0.9455, -1.3240], [3.4023, -0.1720, -3.2957], [0.4142, 1.0470, 2.6564], [2.8551, 0.1440, -1.1769], [1.4051, -3.7738, -4.8300], [-3.0105, 0.5300, 2.7628], [2.0012, -4.5620, -5.2701], [1.8496, -5.1926, -1.8061], [4.6319, -5.2424, -1.4202], [4.1578, 1.0151, 0.8002], [-2.4726, 1.3243, -2.1366], [-3.7453, 1.0624, -2.7265], [-0.6843, 0.3176, -0.8374], [-5.3871, -0.9064, 3.0656], [-4.4523, -2.3950, 1.8410], [-2.3621, -1.1271, 1.5855], [3.9689, -6.2813, -2.0902], [0.0233, -3.8624, -4.8381], [-3.8438, -4.4490, -0.8501], [1.8531, 0.3828, 0.9114], [-0.0289, -1.9064, 1.7752], [-3.1686, -0.7053, 2.1597], [-2.0190, 2.2575, 2.0307], [2.4977, -4.1556, -1.1071], [-4.0590, 1.0454, 3.5234], [-1.3795, 2.8246, 4.2586], [1.7329, -0.2747, -1.6228], [-1.7665, -1.8417, -0.6202], [0.1389, -4.3640, -1.8317], [-4.3492, -1.4236, 2.3090], [2.0386, -2.6685, -4.2712], [2.9022, 1.3795, 2.8069], [-0.2195, -2.1684, 2.9409], [3.1191, -2.6355, -4.3020], [-6.3064, -1.4627, 3.1872], [4.1118, 1.4169, 2.1295], [2.7979, 1.7602, 3.8129], [3.9643, -1.0768, -3.5065], [-2.2613, -3.0591, -0.4642], [5.0538, 1.1007, 0.2023], [1.2903, -1.6446, -3.7046], [3.0058, 0.5078, 0.2402], [2.6056, -6.2648, -2.2791], [-1.1839, 1.7911, 3.9906], [3.8970, -4.1987, -0.9262], [5.7031, -5.2758, -1.2847], [3.8616, 0.3127, -1.9938], [1.7911, 0.8775, 2.1541], [-0.7333, -2.8273, -4.3012], [-6.2111, -0.4215, -3.5317]]
}

[7]
{
  "formula": "C4H16O4",
  "method": "wB97M-V/def2-TZVPD",
  "total_charge": 0,
  "e_above_lowest_kj_mol": 118.22,
  "smiles": "C/C=C/C.O.O.O.O",
  "homo_lumo_gap_ha": 0.362,
  "species": ["O", "O", "C", "H", "H", "H", "O", "O", "H", "H", "H", "H", "H", "H", "H", "C", "C", "H", "C", "H", "H", "H", "H", "H"],
  "xyz": [[0.9283, -1.3069, -2.6618], [-1.9957, 0.4824, -2.1901], [1.6319, -0.9983, 0.9763], [-0.5716, 3.0891, -0.3822], [-2.6676, 0.2396, -1.5401], [0.8333, 3.0324, 0.2897], [0.2259, 3.6034, -0.1931], [-2.9308, 1.2452, 0.4276], [2.5891, 0.8879, 0.5449], [-2.3253, 0.6129, 0.8268], [3.1035, -0.4359, -0.5001], [-0.1585, 0.2240, 0.9243], [-2.1436, -0.0734, -2.9632], [0.8582, -0.4323, -3.0622], [1.9150, -1.9485, 1.3814], [0.3557, -0.7101, 1.1515], [2.7837, -0.1782, 0.4929], [3.6110, -0.3646, 1.1831], [-0.6805, -1.7605, 1.5507], [-0.9428, -1.6913, 2.6150], [-1.6210, -1.5562, 1.0437], [0.1327, -1.3313, -2.1053], [-2.7059, 2.1093, 0.7861], [-0.2250, -2.7387, 1.4041]]
}

What max |F| values result from the calculations? In sequence: 0.068 0.064 0.016 0.123 0.026 0.026 0.030 hartree/bohr.
What total energy values result from the calculations? In sequence: -6757.2722 -7659.9162 -61284.1657 -56292.6966 -10216.9029 -81462.9755 -12596.6113 eV.